Computed, not measured: 9 unconnected molecules or ions with the total composition C30H81N3O12 in a non-equilibrium geometry, with ωB97M-V with the def2-TZVPD basis set.

The geometry in XYZ format:
```
126
Properties=species:S:1:pos:R:3
C 1.247 -2.881 3.562
C -0.257 -3.277 3.324
O -0.323 -4.335 2.403
H 1.310 -2.059 4.275
H 1.620 -2.593 2.580
H 1.954 -3.622 3.934
H -0.935 -2.536 2.899
H -0.693 -3.579 4.276
H -1.265 -4.518 2.434
C -0.327 0.636 0.002
C 0.608 -0.047 1.084
O 1.929 0.531 0.838
H -0.206 0.024 -0.892
H -0.120 1.687 -0.198
H -1.388 0.524 0.224
H 0.677 -1.111 0.856
H 0.299 0.225 2.094
H 2.559 -0.183 0.713
C -3.069 1.974 2.402
C -4.434 2.007 1.683
O -5.401 1.892 2.631
H -2.954 2.827 3.071
H -2.277 2.144 1.671
H -2.877 1.040 2.928
H -4.494 1.247 0.904
H -4.589 2.970 1.197
H -5.306 2.661 3.198
C 6.636 1.235 2.175
C 5.602 2.204 1.673
O 5.992 2.788 0.437
H 6.726 0.380 1.504
H 6.229 0.726 3.048
H 7.473 1.850 2.507
H 5.371 2.944 2.439
H 4.675 1.643 1.556
H 5.544 2.185 -0.160
C 4.277 -1.222 1.710
C 4.129 -2.506 0.911
O 3.270 -2.165 -0.236
H 4.996 -1.339 2.521
H 3.431 -0.885 2.311
H 4.646 -0.463 1.021
H 3.687 -3.284 1.534
H 5.046 -2.741 0.371
H 3.218 -2.966 -0.762
C 2.451 5.219 1.823
C 1.194 4.382 1.542
O 1.158 3.254 2.299
H 2.286 6.297 1.814
H 3.384 4.960 1.323
H 2.702 5.008 2.863
H 0.963 4.145 0.503
H 0.266 4.818 1.913
H 1.090 2.522 1.681
C 3.725 2.498 -1.451
O 4.542 1.349 -1.129
C 4.467 0.308 -2.053
C 5.760 -0.675 -2.023
N 6.967 0.185 -2.210
C 8.261 -0.364 -1.737
C 9.402 0.727 -1.848
O 10.738 0.462 -1.467
C 11.871 1.116 -2.111
H 2.794 2.176 -1.918
H 4.128 3.190 -2.190
H 3.555 3.010 -0.504
H 4.392 0.690 -3.071
H 3.584 -0.330 -2.038
H 5.791 -1.330 -2.894
H 5.802 -1.222 -1.081
H 6.864 1.165 -1.992
H 8.492 -1.285 -2.273
H 8.145 -0.568 -0.673
H 8.983 1.690 -1.557
H 9.453 0.920 -2.919
H 11.859 2.162 -1.807
H 11.891 0.969 -3.191
H 12.775 0.577 -1.828
C -2.697 3.067 -1.788
O -3.579 2.686 -2.838
C -3.883 1.298 -2.749
C -4.984 0.668 -3.631
N -6.162 1.489 -3.701
C -6.967 1.490 -2.417
C -8.178 2.445 -2.625
O -7.880 3.754 -2.786
C -9.007 4.602 -3.025
H -3.149 3.148 -0.800
H -2.330 4.074 -1.987
H -1.927 2.309 -1.643
H -4.197 1.080 -1.728
H -2.978 0.712 -2.908
H -5.322 -0.298 -3.258
H -4.641 0.477 -4.648
H -5.784 2.406 -3.894
H -6.377 1.844 -1.571
H -7.324 0.513 -2.092
H -8.948 2.222 -1.886
H -8.577 2.007 -3.540
H -9.553 4.954 -2.149
H -9.722 4.104 -3.681
H -8.702 5.459 -3.626
C -5.814 -8.046 1.694
O -5.572 -6.603 1.698
C -6.356 -5.816 0.782
C -5.554 -4.597 0.372
N -5.310 -3.673 1.462
C -4.093 -2.952 1.531
C -3.857 -1.849 0.449
O -2.432 -1.773 0.338
C -1.778 -2.407 -0.763
H -5.502 -8.393 0.709
H -6.887 -8.238 1.695
H -5.381 -8.590 2.533
H -7.268 -5.481 1.277
H -6.618 -6.378 -0.114
H -6.027 -3.921 -0.340
H -4.641 -4.742 -0.205
H -5.351 -4.372 2.189
H -3.218 -3.598 1.605
H -3.982 -2.470 2.502
H -4.253 -0.926 0.872
H -4.349 -2.076 -0.496
H -2.373 -2.258 -1.664
H -1.671 -3.488 -0.678
H -0.814 -1.926 -0.930
```

LUMO (alpha / beta) ... 2.225 / 2.171 eV
Charge ... -1
Gap between HOMO and LUMO (alpha / beta) ... 1.62 / 8.57 eV
HOMO level (alpha / beta) ... 0.022 / -0.235 hartree
2S+1 ... 2
E ... -2258.357069 a.u.
Largest force on an atom ... 3.55 eV Å⁻¹